{
  "formula": "C3H9O3",
  "method": "ωB97M-V/def2-TZVPD",
  "e_above_lowest_kj_mol": 35.0,
  "lumo_energy_ev": 3.85,
  "charge": -1,
  "species": ["C", "O", "C", "C", "O", "H", "H", "H", "H", "H", "H", "H", "H", "H", "O"],
  "positions_angstrom": [[0.459, -0.226, -0.998], [1.480, 0.259, -0.253], [-0.531, -1.031, -0.050], [-0.949, -0.259, 1.188], [-1.617, -1.103, 2.159], [-0.088, 0.597, -1.492], [0.720, -1.043, -1.742], [0.104, -1.872, 0.251], [-1.411, -1.411, -0.562], [-0.073, 0.212, 1.629], [-1.702, 0.503, 0.972], [-1.748, -1.967, 1.808], [1.566, 3.214, -0.704], [1.869, 1.596, -0.914], [1.921, 2.532, -1.292]],
  "lowdin_charge": [-0.463, -0.325, -0.209, -0.268, -0.114, 0.087, 0.086, 0.099, 0.088, 0.102, 0.104, 0.035, -0.005, -0.048, -0.170]
}